Version 1
18
Properties=species:S:1:pos:R:3 method="wB97M-V/def2-TZVPD" e_lumo_ev=0.77 smiles="C=C.NCO.N" charge=0 homo_lumo_gap_ev=10.36 homo_ev=-9.59
C 1.02488 2.12097 -1.43988
C 2.24451 1.70243 -1.93336
H 0.12037 1.61917 -1.79244
H 0.85010 2.63736 -0.46847
H 2.09189 0.66345 -2.45823
H 3.22865 1.99357 -1.60679
N -0.24235 -0.62422 2.61861
C -1.11042 0.22271 1.83449
O -0.90811 0.43671 0.38999
H -0.12820 -1.54446 2.10892
H 0.67834 -0.21313 2.77608
H -2.14329 -0.14807 1.86438
H -1.17825 1.23670 2.17082
H -0.20572 -0.15858 0.08945
N -0.86883 -2.46905 -0.76848
H -1.78324 -1.99079 -0.79478
H -1.35321 -3.33697 -0.98389
H -0.31709 -2.14778 -1.60643

Version 2
18
Properties=species:S:1:pos:R:3 method="wB97M-V/def2-TZVPD" e_lumo_ev=0.97 smiles=NCCCN.O charge=0 homo_lumo_gap_ev=10.20 homo_ev=-9.23
N 2.00998 0.41099 2.65886
C 1.93315 0.92972 1.26099
C 0.49473 0.92021 0.75362
C 0.30011 0.70780 -0.76159
N -1.12546 0.38412 -1.06554
H 2.10260 1.25919 3.19897
H 2.79800 -0.19072 2.86535
H 2.34755 1.94276 1.28052
H 2.70586 0.49025 0.61226
H -0.03830 1.75401 1.22741
H 0.02996 0.06683 1.25196
H 0.61108 1.65117 -1.20190
H 0.83000 -0.20007 -1.03857
H -1.51013 1.18275 -1.53892
H -1.62410 0.20980 -0.20893
O -4.21053 -3.92696 -3.40115
H -4.34497 -3.36092 -2.65214
H -3.30952 -4.23092 -3.24120

Version 3
18
Properties=species:S:1:pos:R:3 method="wB97M-V/def2-TZVPD" e_lumo_ev=0.76 smiles=CCN.CNO charge=0 homo_lumo_gap_ev=9.29 homo_ev=-8.53
C 1.67384 0.82161 -0.02182
C 1.84821 -0.90286 -0.12487
N 0.92549 -1.68544 0.59168
H 0.83523 1.31056 -0.52101
H 1.71130 1.09568 1.03387
H 2.55629 1.21964 -0.52173
H 2.87310 -1.05411 0.22554
H 1.78396 -1.11795 -1.19125
H -0.14122 -1.41538 0.26337
H 1.01327 -1.52682 1.59238
C -2.52732 0.61279 0.35465
N -1.41155 -0.21742 -0.05654
O -1.36467 -0.31121 -1.47192
H -2.39810 1.65135 0.01343
H -3.45576 0.21480 -0.05096
H -2.56059 0.60701 1.44125
H -0.52881 0.25374 0.22936
H -0.83268 0.44401 -1.78543

Which of them is the least stable? Correct choice: version 3.